1 | 8
Properties=species:S:1:pos:R:3 method="wB97M-V/def2-TZVPD" molar_mass_g_mol=95.061 smiles=N#Cc1ncno1 lumo_energy_ev=-0.848 gap_ha=0.376
C -1.63988 -0.86966 0.56747
C -0.61450 -0.10332 0.06308
C 1.39709 0.21982 -0.41170
H 2.59310 0.01844 -0.30324
N -2.69116 -1.19514 0.77842
N 0.51479 -0.72219 -0.32503
N 0.89658 1.45967 -0.34959
O -0.45603 1.19240 -0.01941



2 | 8
Properties=species:S:1:pos:R:3 method="wB97M-V/def2-TZVPD" molar_mass_g_mol=95.061 smiles=C#Cc1nnno1 lumo_energy_ev=-0.202 gap_ha=0.398
C 2.35384 -0.09286 -0.00753
C 1.20941 0.09233 0.05737
C -0.28039 0.01817 -0.04723
H 3.52123 0.02949 0.07037
N -1.13891 1.06771 -0.07397
N -2.29781 0.53588 0.01240
N -2.37991 -0.60676 0.09548
O -0.98746 -1.04396 -0.10689



1 ends up most stable, edging out the next structure by 52.0 kcal/mol.



1 | 13
Properties=species:S:1:pos:R:3 method="wB97M-V/def2-TZVPD" multiplicity=2 molar_mass_g_mol=72.111 lumo_energy_ev="4.511 / 4.339" gap_ha="0.118 / 0.292" s2=0.752 total_charge=-1
C 0.63585 -1.54719 -0.31564
C 0.84890 -0.24687 -0.98814
N -0.38662 0.60950 1.57194
C -1.00718 0.68040 0.31959
N -0.34453 0.68806 -0.82064
H -0.37390 -1.77644 -0.49744
H 0.63209 -1.36900 0.80154
H 1.40788 -2.23960 -0.55407
H 1.01595 -0.20731 -2.07413
H 1.67580 0.23975 -0.53588
H 0.57967 0.55131 1.44503
H -0.60813 1.51291 1.88105
H -2.07674 0.88747 0.17992



2 | 13
Properties=species:S:1:pos:R:3 method="wB97M-V/def2-TZVPD" multiplicity=2 molar_mass_g_mol=72.111 lumo_energy_ev="3.970 / 3.866" gap_ha="0.098 / 0.280" s2=0.753 total_charge=-1
C 2.78671 -0.41156 -0.27804
N 2.01545 0.41375 0.39047
H 2.88328 -0.41459 -1.36844
H 3.42289 -1.12286 0.24562
H 1.46021 0.98320 -0.24144
C -1.88579 -0.97007 -0.33495
C -1.87511 0.33683 -0.04926
N -0.86523 1.01938 0.62301
H -1.03698 -1.59554 -0.09203
H -2.73044 -1.36931 -0.87674
H -2.70677 0.95766 -0.36161
H -0.24302 0.41107 1.15033
H -1.22520 1.76204 1.19309



2 ends up most stable, edging out the next structure by 6.4 kcal/mol.



1 | 18
Properties=species:S:1:pos:R:3 method="wB97M-V/def2-TZVPD" molar_mass_g_mol=138.154 lumo_energy_ev="-5.113 / -5.683" gap_ha="0.318 / 0.250" total_charge=+1
C 0.74224 3.49802 -1.24928
C 0.69159 2.29630 -1.41246
C 0.38285 -0.30800 -1.68473
C 0.39089 0.99025 -1.42653
C 0.11123 -1.38592 -0.65480
N 0.07030 -1.24370 0.60168
N -0.48984 1.14192 0.97297
N -0.11940 -2.60805 -1.12529
N -0.48103 -0.48903 2.69508
N 0.02608 -0.08180 1.43142
H 0.92686 4.46226 -1.11723
H 0.63358 -0.46278 -2.75092
H -1.57560 1.21223 0.79311
H -0.06279 -2.87883 -2.12851
H -0.03825 -3.44549 -0.46459
H -0.85255 0.31826 3.23923
H -1.35033 -1.15134 2.67916
H 0.99417 0.13571 1.60168



2 | 18
Properties=species:S:1:pos:R:3 method="wB97M-V/def2-TZVPD" molar_mass_g_mol=138.154 lumo_energy_ev="-5.026 / -5.155" gap_ha="0.261 / 0.255" total_charge=+1
C 1.26744 0.08756 1.71877
C -0.51474 1.28787 1.12618
C 0.21566 -2.93210 -2.92021
C 1.18619 -1.07993 -1.53168
C -1.74157 1.80775 0.59682
N 1.26848 1.10410 2.49488
N 0.77788 -2.00456 -2.21572
N -0.21790 -0.82942 0.11314
N 0.18554 1.84228 2.09678
N 0.19777 0.12396 0.79964
H 2.10709 -0.55936 1.85058
H -0.07663 -2.72084 -3.96025
H 0.02368 -3.97435 -2.59711
H 2.06133 -0.64198 -1.39592
H -1.99685 1.41849 -0.47397
H -2.65988 1.62679 1.27290
H -1.79824 2.90860 0.44215
H -0.28526 2.53515 2.58303



2 ends up most stable, edging out the next structure by 49.6 kcal/mol.



1 | 20
Properties=species:S:1:pos:R:3 method="wB97M-V/def2-TZVPD" molar_mass_g_mol=214.070 lumo_energy_ev=-5.219 gap_ha=0.297 total_charge=+1
C -0.36050 0.60512 -1.95387
C 0.49687 2.40554 -0.45788
C -0.08357 0.22379 0.69994
C -0.42662 1.21441 -0.56792
C -0.83050 -1.03416 0.99292
N -0.67479 -2.04256 0.18669
I 1.43483 -3.58547 2.55836
H -1.04964 -0.30154 -2.07452
H -0.32421 1.44389 -2.74500
H 0.61746 0.13959 -2.05181
H 0.86901 2.73696 0.60424
H 1.52015 2.22148 -0.82804
H 0.01388 3.24349 -0.91381
H 0.95897 -0.09256 0.29155
H 0.07392 0.88995 1.59961
H -1.48445 1.63075 -0.39800
H -1.49493 -0.93748 1.81235
H -0.02118 -1.85558 -0.60467
H -1.35333 -2.84453 0.01388
H 2.11863 -4.06109 3.83597



2 | 20
Properties=species:S:1:pos:R:3 method="wB97M-V/def2-TZVPD" molar_mass_g_mol=214.070 smiles=C[N+](C)(C)CCI lumo_energy_ev=-3.022 gap_ha=0.370 total_charge=+1
C 0.42827 0.89748 0.94318
C 0.93474 -1.37010 0.42421
C 0.63377 0.23162 -1.29404
C -1.31937 -0.47981 -0.02790
C -2.31435 0.64305 -0.54688
N 0.11445 -0.18101 0.02936
I -4.24271 0.02796 0.10374
H 0.01176 1.87118 0.48737
H -0.06939 0.93876 1.97344
H 1.50839 0.88128 1.11474
H 1.05077 -2.05985 -0.35755
H 1.94816 -1.00965 0.59957
H 0.59649 -1.88559 1.24389
H 0.41674 -0.41927 -2.15225
H 0.08507 1.18720 -1.45777
H 1.73804 0.44001 -1.08911
H -1.48994 -1.35929 -0.48608
H -1.65872 -0.82630 0.97410
H -2.01106 1.57067 -0.27835
H -2.18635 0.54389 -1.59217



3 | 20
Properties=species:S:1:pos:R:3 method="wB97M-V/def2-TZVPD" molar_mass_g_mol=214.070 lumo_energy_ev=-3.834 gap_ha=0.354 total_charge=+1
C -1.30004 0.93639 -1.21812
C -0.89886 1.13137 1.26793
C 1.56185 -0.14201 1.09808
C 1.22072 -0.32028 -1.38187
C -0.44893 0.72845 -0.05579
N 0.68269 0.14442 -0.09205
I -1.29645 -2.89372 0.84481
H -1.08845 0.10565 -2.00232
H -2.43923 0.89285 -1.02334
H -1.14121 1.93531 -1.66981
H -0.58850 0.24215 1.90884
H -0.54500 2.08426 1.62500
H -2.07710 1.25171 1.25129
H 2.53829 -0.36808 0.56117
H 1.58104 0.87228 1.56879
H 1.02649 -0.92242 1.63795
H 2.24454 -0.82383 -1.24680
H 0.69140 -1.02420 -1.95752
H 1.30629 0.59108 -2.14186
H -1.02954 -4.42140 1.02561



3 ends up most stable, edging out the next structure by 7.1 kcal/mol.



1 | 19
Properties=species:S:1:pos:R:3 method="wB97M-V/def2-TZVPD" molar_mass_g_mol=144.177 lumo_energy_ev="-0.597 / -0.597" gap_ha="0.259 / 0.259"
C 0.24725 -1.63552 3.49168
C -0.35002 -2.04531 1.16532
C 0.69013 -0.50282 2.87188
C 0.06952 -0.69751 0.49916
C 0.77570 1.59464 -1.23357
C 1.29954 0.34983 -1.43330
C -0.47461 1.58523 -0.37883
C 0.60435 -0.75175 -0.87429
C -0.98231 0.19633 -0.03812
N -0.26463 -2.34904 2.40796
N 0.73158 -0.12506 1.70629
H -0.05983 -1.97967 4.45903
H -0.51239 -2.98030 0.50465
H 1.23549 2.51985 -1.24653
H 2.18143 0.18279 -2.05587
H -0.08716 2.10321 0.55227
H -1.15141 2.46358 -0.85746
H 0.47108 -1.66626 -1.49091
H -1.96086 -0.05078 -0.37318



2 | 19
Properties=species:S:1:pos:R:3 method="wB97M-V/def2-TZVPD" molar_mass_g_mol=144.177 lumo_energy_ev=0.835 gap_ha=0.351
C 0.09047 -2.96275 -0.72184
C 1.14050 -2.42604 -0.07183
C 1.14174 -1.08270 0.19091
C 0.02567 -0.23963 -0.22358
C -0.97979 -0.86026 -0.86378
C -1.05564 -2.30840 -1.15685
C -0.01702 1.15376 0.05105
C 0.10943 2.95922 1.28826
C -0.23888 3.30333 0.07400
H 0.09190 -4.10672 -1.06078
H 2.06594 -2.93871 0.13613
H 1.94044 -0.51557 0.70764
H -2.16889 -0.19228 -1.16386
H -1.76364 -2.65954 -1.76390
H 0.26484 1.26213 2.12212
H 0.13617 3.65828 2.12115
H -0.56660 4.24839 -0.27069
N 0.16629 1.63441 1.36535
N -0.38293 2.07309 -0.75952



2 ends up most stable, edging out the next structure by 103.7 kcal/mol.



1 | 56
Properties=species:S:1:pos:R:3 method="wB97M-V/def2-TZVPD" multiplicity=6 molar_mass_g_mol=584.590 lumo_energy_ev="-7.795 / -9.160" gap_ha="0.170 / 0.282" s2=8.771 total_charge=+2
P -0.68481 1.94711 1.82818
P -0.72526 0.35581 -2.07301
C -0.95789 2.45124 0.11352
C -1.60731 1.57860 -0.98692
H -0.03408 2.89164 -0.28012
H -1.65478 3.28639 0.26599
H -2.51137 1.07665 -0.62521
H -1.93413 2.27450 -1.76640
C -0.13916 1.69301 -3.27245
H 0.44128 1.24023 -4.11789
H 0.48838 2.42974 -2.75878
H -1.01534 2.21644 -3.72705
C -1.38129 -0.31611 -3.73763
H -2.16889 0.38734 -4.08502
H -1.80194 -1.31959 -3.84105
H -0.55934 -0.29365 -4.48405
C -0.11124 3.42461 2.81542
H 0.68053 3.02659 3.55442
H -0.94523 3.63935 3.46455
H 0.35732 4.26323 2.21544
C -2.27971 1.19282 2.39529
H -2.64778 0.54720 1.60203
H -3.07063 1.89217 2.71325
H -1.96386 0.52170 3.21432
Ir 0.93765 1.19163 2.68943
C 1.08091 -1.68829 -2.83034
C 1.12296 -0.39774 -2.14869
C 1.27919 -0.23967 -0.62085
C 0.21369 -1.16256 -0.02493
C -1.20461 -1.34879 -0.61303
C -1.57555 -2.03958 -1.71971
C -0.87164 -3.28764 -2.04270
C 0.69512 -3.04458 -2.29713
C 0.18170 -0.05541 4.11571
H 1.38124 -1.67956 -3.89919
H 1.72251 0.33909 -2.74746
H 1.17551 0.81965 -0.27648
H 2.25779 -0.58511 -0.28197
H 0.76165 -2.10605 0.16816
H -0.01648 -0.78885 0.97462
H -1.95892 -1.04425 0.14710
H -2.61411 -1.82098 -2.03596
H -1.38023 -3.83164 -2.84481
H -0.93945 -3.86522 -1.11001
H 1.16411 -3.26277 -1.33416
H 0.96321 -3.86706 -3.01759
H 0.35218 -1.11881 3.75608
H -0.91780 0.03156 4.43559
H 0.71868 0.04686 5.03580
F 3.41057 0.73194 3.88869
C 2.81685 0.20916 2.75396
F 3.56462 0.58275 1.68000
C 2.92169 -1.38370 2.90648
F 2.78506 -1.79941 4.20226
F 2.04920 -2.15956 2.17307
F 4.14924 -1.78240 2.49126



2 | 56
Properties=species:S:1:pos:R:3 method="wB97M-V/def2-TZVPD" multiplicity=6 molar_mass_g_mol=584.590 lumo_energy_ev="-7.744 / -9.278" gap_ha="0.220 / 0.199" s2=8.770 total_charge=+2
P -0.67558 -1.81882 -0.79137
P 0.44337 1.32885 -1.71760
C -1.03489 -0.93104 -2.44597
C 0.02862 0.03651 -2.98953
H -2.01549 -0.43240 -2.39665
H -1.16520 -1.73635 -3.18350
H 0.93600 -0.50319 -3.31068
H -0.32958 0.56484 -3.89159
C -0.55714 2.71670 -2.80957
H -0.40615 3.69406 -2.33152
H -1.64246 2.50801 -2.75240
H -0.21387 2.75488 -3.85915
C 1.80634 2.52812 -2.28514
H 1.82566 2.54200 -3.38129
H 2.82587 2.35141 -1.89303
H 1.52736 3.52904 -1.92467
C -2.02770 -2.85753 -0.23604
H -1.71970 -3.29931 0.73301
H -2.18899 -3.64838 -0.97942
H -2.93286 -2.26121 -0.11913
C 0.18420 -3.23979 -1.63203
H 1.06384 -2.96425 -2.22201
H -0.51401 -3.71038 -2.33648
H 0.46601 -3.98744 -0.89091
Ir -1.71480 -1.78392 2.50130
C 0.53520 2.60651 0.07968
C -0.61563 1.95745 -0.40092
C -1.07985 0.51847 0.21885
C 0.04679 -0.54522 0.50999
C 1.20943 -0.90751 -0.58269
C 1.85834 0.31412 -0.98213
C 2.49104 1.07775 0.22390
C 1.45156 1.95720 1.01517
C -0.47777 -3.28033 3.01568
H 0.68885 3.65814 -0.21319
H -1.55185 2.47141 -0.67827
H -1.85352 0.11582 -0.46591
H -1.68064 0.67231 1.11937
H 0.73937 -0.00263 1.16090
H -0.31689 -1.36633 1.40111
H 1.81924 -1.74921 -0.25427
H 2.61559 0.10241 -1.75135
H 3.22883 1.81217 -0.12735
H 3.01092 0.35483 0.84935
H 0.86970 1.36230 1.72490
H 2.00179 2.70370 1.60693
H 0.24653 -2.46879 3.35356
H -0.07695 -3.95720 2.23663
H -0.84827 -3.92893 3.84123
F -2.46174 -0.05523 4.67597
C -1.51891 0.09431 3.69931
F -1.95524 1.19013 2.93034
C -0.33896 0.77606 4.51668
F 0.00540 0.07745 5.61665
F 0.79312 1.06945 3.83624
F -0.80434 1.98899 4.96905



1 ends up most stable, edging out the next structure by 88.6 kcal/mol.